1 | # C5H14N2O

2 unconnected molecules or ions with the total composition C5H14N2O (ωB97M-V/def2-TZVPD, the Open Molecules 2025 dataset).

Structure (XYZ):
```
22
C5H14N2O | the Open Molecules 2025 dataset | ωB97M-V/def2-TZVPD
C -0.65347 -2.59133 0.67147
N -0.76858 -1.35297 0.47384
C -1.93078 -0.67360 1.05269
C -2.62746 0.07864 -0.07664
H 0.17693 -3.08936 0.18684
H -1.34703 -3.13893 1.30895
H -1.54546 0.01309 1.80842
H -2.59481 -1.38846 1.54896
H -1.94581 0.82757 -0.48042
H -2.87008 -0.63003 -0.86658
H -3.51967 0.59928 0.26118
C 1.52911 1.65349 0.98257
N 1.93494 1.84107 -0.43165
C 1.96117 0.55384 -1.12791
O 0.70228 0.18124 -1.65234
H 0.56004 1.15203 1.05715
H 1.51140 2.61377 1.48894
H 2.29493 1.02211 1.42703
H 1.22391 2.39227 -0.90446
H 2.31310 -0.19820 -0.41922
H 2.64391 0.58244 -1.97218
H 0.12828 -0.21518 -0.97104
```

Results
structure (SMILES): C=NCC.CNCO
net charge: 0
gap between HOMO and LUMO: 9.7 eV
E_HOMO: -8.8 eV

2 | # C5H14N2O

3 unconnected molecules or ions with the total composition C5H14N2O (ωB97M-V/def2-TZVPD, the Open Molecules 2025 dataset).

Structure (XYZ):
```
22
C5H14N2O | the Open Molecules 2025 dataset | ωB97M-V/def2-TZVPD
C -1.04918 0.22767 0.29630
C -1.08598 -1.25016 -0.05307
C 0.14361 -1.99636 0.31762
C 0.68871 -1.99308 1.54357
N -0.26924 0.96968 -0.67776
C -0.15235 2.38807 -0.30343
N 0.78423 2.63018 0.87044
H -0.74044 0.38294 1.34500
H -2.04509 0.68297 0.29493
H -1.93258 -1.76213 0.46786
H -1.30760 -1.34731 -1.11193
H 0.58811 -2.58868 -0.46480
H 1.59229 -2.61403 1.63531
H -0.05099 -2.16096 2.34300
H 1.45912 -0.06075 0.15798
H -1.06325 2.91720 -0.01495
H 0.07695 2.92834 -1.22149
H 1.30097 3.42452 0.52414
H 1.36326 1.85332 1.13971
H 1.10308 -1.18989 -2.87240
H 0.27437 -0.26331 -1.90911
O 0.32203 -1.17822 -2.30692
```

Results
net charge: 0
gap between HOMO and LUMO: 6.9 eV
E_HOMO: -8.3 eV

3 | # C5H14N2O

A molecular structure, C5H14N2O (ωB97M-V/def2-TZVPD, the Open Molecules 2025 dataset).

Structure (XYZ):
```
22
C5H14N2O | the Open Molecules 2025 dataset | ωB97M-V/def2-TZVPD
C -0.10562 0.24320 0.25216
C 2.29722 -0.46279 0.12245
C 0.66534 -0.61026 -0.64174
C 0.12441 1.73637 0.17703
C -2.75308 -0.51820 -0.20366
N -1.51381 -0.34638 -0.92112
N -0.37565 -0.21477 1.53369
O 3.25905 -0.11664 -0.84189
H 3.23758 -0.76801 -1.55183
H -1.60629 0.41395 -1.59080
H -0.04310 0.33887 2.30678
H -0.60249 -1.19482 1.61430
H 2.45837 -1.46621 0.53597
H 2.43443 0.24284 0.94090
H 0.42709 -1.66855 -0.60929
H 0.84693 -0.19321 -1.62474
H -0.84366 2.23573 0.17722
H 0.68642 2.01533 -0.71258
H 0.69926 2.10337 1.02642
H -2.63411 -1.33448 0.51690
H -3.08314 0.37418 0.36385
H -3.57513 -0.80953 -0.87002
```

Results
net charge: 0
gap between HOMO and LUMO: 8.8 eV
E_HOMO: -7.9 eV

Stability ranking, top and bottom: 1 is the most stable and 2 is the least stable.

1 | # C5H14N2O

2 unconnected molecules or ions with the total composition C5H14N2O (ωB97M-V/def2-TZVPD, the Open Molecules 2025 dataset).

Structure (XYZ):
```
22
C5H14N2O | the Open Molecules 2025 dataset | ωB97M-V/def2-TZVPD
C -0.96026 0.03054 -0.41436
C 0.16747 -0.57339 0.44161
C 2.07120 0.08367 1.73154
C -0.45168 0.37495 -1.81517
C -1.49263 1.29658 0.28163
N 1.35215 0.13988 0.48268
N -1.98100 -1.02015 -0.54066
O 2.18660 -1.23757 -0.48864
H 2.88980 -1.22141 -1.15921
H -2.71427 -0.71803 -1.17232
H -2.41917 -1.20537 0.35636
H -0.17346 -0.97888 1.40312
H 0.65517 -1.47816 -0.17121
H 2.04241 -0.90179 2.20866
H 3.10330 0.38555 1.57004
H 1.59130 0.81143 2.39791
H 0.36744 1.08906 -1.75552
H -0.09065 -0.52220 -2.31565
H -1.25659 0.81490 -2.40838
H -2.31399 1.72946 -0.29348
H -0.70182 2.04188 0.38191
H -1.87130 1.05906 1.27915
```

Results
net charge: 0
gap between HOMO and LUMO: 9.3 eV
E_HOMO: -9.3 eV

2 | # C5H14N2O

2 unconnected molecules or ions with the total composition C5H14N2O (ωB97M-V/def2-TZVPD, the Open Molecules 2025 dataset).

Structure (XYZ):
```
22
C5H14N2O | the Open Molecules 2025 dataset | ωB97M-V/def2-TZVPD
C -0.35936 2.14745 -0.71394
C 0.34148 0.81578 -0.75547
C 1.72162 0.75078 -0.17131
N 0.01241 -0.15615 -1.54963
N -1.18147 -0.08186 -2.24293
H -0.31730 2.63320 -1.69265
H -1.40815 2.01425 -0.45173
H 0.11021 2.80908 0.00862
H 1.71033 1.07710 0.86810
H 2.38973 1.41322 -0.72515
H 2.11496 -0.26112 -0.22847
H -1.26306 0.65193 -2.93808
H -1.41306 -0.99576 -2.61285
C 0.24726 -1.50710 2.30627
C -0.82364 -1.32182 1.22920
O -0.62342 -2.10303 0.11508
H 1.22656 -1.25175 1.90686
H 0.26340 -2.54353 2.63526
H 0.03756 -0.86902 3.16703
H -1.82042 -1.53295 1.64152
H -0.75595 -0.23111 0.88629
H -0.20969 -1.45757 -0.68203
```

Results
structure (SMILES): CC(C)=NN.CCO
net charge: 0
gap between HOMO and LUMO: 9.7 eV
E_HOMO: -8.9 eV

3 | # C5H14N2O

A single C5H14N2O molecule (ωB97M-V/def2-TZVPD, the Open Molecules 2025 dataset).

Structure (XYZ):
```
22
C5H14N2O | the Open Molecules 2025 dataset | ωB97M-V/def2-TZVPD
C -0.68309 1.74116 -0.28928
C -0.56421 0.32723 0.13075
C -1.16285 -0.51489 -0.96872
C -1.68324 -1.88196 -0.44426
O -1.36133 -2.82700 -1.49837
N 0.84151 0.01134 0.47269
C 1.84202 1.06093 0.57097
N 2.85326 0.57917 1.54780
H -0.09419 2.31608 0.46076
H -0.19358 1.88977 -1.26255
H -1.73156 2.02442 -0.47570
H -1.08506 0.19341 1.18093
H -2.16342 0.03637 -1.26263
H -0.41692 -0.44797 -1.79862
H -2.70458 -1.90630 -0.21374
H -1.11409 -2.28237 0.33728
H -1.10148 -3.67859 -1.12746
H 1.18641 -0.81377 -0.09380
H 2.36507 1.28039 -0.34925
H 1.47481 2.11983 0.83921
H 2.89171 1.16745 2.38395
H 2.60481 -0.39470 1.86003
```

Results
structure (SMILES): C[C@@H](CCO)NCN
net charge: 0
gap between HOMO and LUMO: 9.6 eV
E_HOMO: -8.7 eV

4 | # C5H14N2O

A single C5H14N2O molecule (ωB97M-V/def2-TZVPD, the Open Molecules 2025 dataset).

Structure (XYZ):
```
22
C5H14N2O | the Open Molecules 2025 dataset | ωB97M-V/def2-TZVPD
C 1.51212 1.62609 -2.44830
C 1.36912 0.27373 -1.79879
N 0.22957 0.09879 -0.93045
C 0.35481 -0.88112 0.12961
C -0.81048 -0.92250 1.11678
N -0.31365 -1.74341 2.27184
C -1.19110 0.54356 1.47696
O -2.35687 0.57577 2.28728
H 0.76627 1.67431 -3.28207
H 1.33180 2.54265 -1.91119
H 2.41707 1.68216 -3.01018
H 2.24762 -0.02032 -1.22663
H 1.15015 -0.49672 -2.57599
H -0.68758 0.38486 -1.22277
H 1.23862 -0.63800 0.73139
H 0.47937 -1.85810 -0.37362
H -1.64150 -1.46855 0.62134
H -1.02489 -2.48430 2.48409
H -0.28763 -1.12972 3.08335
H -0.48163 0.93084 2.17175
H -1.19563 1.14744 0.56536
H -3.10555 0.16253 1.84024
```

Results
structure (SMILES): CCNC[C@@H](N)CO
net charge: 0
gap between HOMO and LUMO: 8.8 eV
E_HOMO: -8.0 eV

Stability ranking, top and bottom: 4 is the most stable and 1 is the least stable.

1 | # C5H14N2O

A molecular structure, C5H14N2O (ωB97M-V/def2-TZVPD, the Open Molecules 2025 dataset).

Structure (XYZ):
```
22
C5H14N2O | the Open Molecules 2025 dataset | ωB97M-V/def2-TZVPD
C -0.00976 -0.62269 0.20673
C -1.93531 -0.20298 0.28572
C 0.36834 0.74014 0.07164
C 2.19927 0.72103 0.58734
C 3.06388 0.23529 -0.55365
N -2.55291 1.03459 -0.08921
N -2.47838 -1.30875 -0.47195
O 0.29509 -1.37471 1.31317
H -0.18157 -2.21846 1.26131
H 0.09376 -1.19664 -0.71570
H -2.11017 -0.37488 1.34911
H -3.54132 1.06814 0.15156
H -2.30731 -1.16165 -1.46393
H -3.48960 -1.38810 -0.36851
H -2.44763 1.23045 -1.07851
H -0.04904 1.50679 0.71712
H 0.46143 1.05131 -0.96567
H 2.37458 1.77402 0.81640
H 2.36441 0.17407 1.51690
H 2.88892 0.82225 -1.46142
H 4.13509 0.30704 -0.32398
H 2.85825 -0.81626 -0.78449
```

Results
net charge: 0
gap between HOMO and LUMO: 8.9 eV
E_HOMO: -8.0 eV

2 | # C5H14N2O

2 unconnected molecules or ions with the total composition C5H14N2O (ωB97M-V/def2-TZVPD, the Open Molecules 2025 dataset).

Structure (XYZ):
```
22
C5H14N2O | the Open Molecules 2025 dataset | ωB97M-V/def2-TZVPD
C 2.59981 -0.30618 -0.25533
N 2.26397 0.51691 0.63201
C 1.07143 0.26981 1.44915
C -0.16973 -0.21984 0.71946
C -1.37200 0.77520 0.76415
C -2.06222 0.73473 -0.57186
N -2.23600 0.44019 1.91253
H 2.01215 -1.17562 -0.57796
H 3.45225 -0.07031 -0.88791
H 0.92258 1.20457 2.01736
H 1.38376 -0.33166 2.30770
H -0.38507 -1.25632 1.00124
H 0.05050 -0.35421 -0.34767
H -0.83286 1.71703 0.90508
H -2.44891 -0.27190 -0.77346
H -1.36334 0.92469 -1.39781
H -2.87738 1.42885 -0.75661
H -3.21238 0.38603 1.66941
H -2.10201 1.16162 2.59572
O 1.84471 -2.19669 -3.41491
H 0.99829 -1.89345 -3.73828
H 2.46246 -1.48345 -3.25204
```

Results
structure (SMILES): C=NCC[C@@H](C)N.O
net charge: 0
gap between HOMO and LUMO: 9.9 eV
E_HOMO: -9.2 eV

3 | # C5H14N2O

2 unconnected molecules or ions with the total composition C5H14N2O (ωB97M-V/def2-TZVPD, the Open Molecules 2025 dataset).

Structure (XYZ):
```
22
C5H14N2O | the Open Molecules 2025 dataset | ωB97M-V/def2-TZVPD
C -0.08301 1.91889 -0.49790
N -0.54693 0.94276 0.47334
C -0.66985 -0.38054 -0.10957
C 0.63439 -1.17962 -0.05306
C 0.76997 -1.82214 1.34366
N 1.13144 0.98045 2.36197
C -1.27237 -0.44997 -1.60020
O -0.31918 -0.17289 -2.54543
H 0.11097 2.78663 0.12033
H -0.91081 1.96840 -1.19320
H 0.70172 1.62089 -1.10060
H 0.97086 1.84331 2.79965
H -1.47637 -0.93497 0.42275
H 1.42773 -0.42192 -0.15117
H 0.65957 -1.84104 -0.78417
H 1.40920 -1.20832 1.98486
H 1.09925 -2.87276 1.47413
H -0.21445 -1.86800 1.85716
H 1.96532 0.53554 2.68298
H -2.06253 0.39024 -1.64633
H -1.62142 -1.50281 -1.80561
H 0.12803 0.90582 1.35787
```

Results
net charge: 0
gap between HOMO and LUMO: 4.5 eV
E_HOMO: -8.3 eV

4 | # C5H14N2O

A single C5H14N2O molecule (ωB97M-V/def2-TZVPD, the Open Molecules 2025 dataset).

Structure (XYZ):
```
22
C5H14N2O | the Open Molecules 2025 dataset | ωB97M-V/def2-TZVPD
C 0.32035 -0.90631 1.36071
C 0.03195 -0.45229 -0.07535
C -1.32113 0.26838 -0.14349
O -2.32768 -0.72748 -0.09253
N -3.62361 -0.12103 -0.05019
N 1.05789 0.36904 -0.70187
C 2.23326 -0.37688 -1.09515
C 1.42101 1.56153 0.03453
H 0.38821 -0.05302 2.03119
H -0.49013 -1.54706 1.69518
H 1.25001 -1.46853 1.40725
H -0.07374 -1.34509 -0.70255
H -1.39157 0.82825 -1.08449
H -1.45772 0.96210 0.69402
H -4.13253 -0.62099 0.67579
H -4.06817 -0.32707 -0.94470
H 1.93294 -1.24172 -1.68406
H 2.83955 -0.72266 -0.24386
H 2.85801 0.26472 -1.71665
H 2.01959 1.35231 0.93364
H 0.52322 2.10110 0.32435
H 2.01029 2.20271 -0.62177
```

Results
structure (SMILES): C[C@@H](CON)N(C)C
net charge: 0
gap between HOMO and LUMO: 9.4 eV
E_HOMO: -8.4 eV

Stability ranking, top and bottom: 2 is the most stable and 3 is the least stable.